(1)
Here is a molecular structure, C8F24InN4O16S8 from OMol25. Energies are from the ωB97M-V functional and the def2-TZVPD basis.

Properties
- total charge = -1
- relative energy (zero: lowest compared OMol25 entry of this formula, charge and spin) (kJ/mol) = 1652.0
- F_max (eV/A) = 11.4

Positions of all 61 atoms, in Å:
F 1.206 -4.775 1.858
O 0.046 -2.834 -2.801
F 3.470 -2.710 -0.926
F 1.940 3.640 -2.681
F -2.950 3.222 0.148
N 0.151 -2.238 0.034
F -3.013 1.787 -2.524
F 0.385 3.633 -1.150
N 1.740 1.184 0.932
O 1.680 0.423 -3.142
O -1.025 -1.109 -3.218
O -0.358 1.717 -3.599
F -3.558 -2.117 -0.164
F 3.406 0.360 -2.037
F -1.839 4.102 1.906
O 1.231 -1.012 -1.858
S -1.289 -0.505 -1.895
F 0.880 4.104 0.486
C 1.358 2.913 -1.731
F -4.967 -2.060 1.400
O -1.471 1.821 3.420
S -2.580 -0.980 2.139
F 1.158 4.615 2.667
F -4.421 -0.224 0.324
In 0.179 -0.238 0.722
F 2.345 -4.507 -0.828
S 0.599 1.211 -2.607
C 4.112 0.901 -1.053
F 4.069 2.192 -1.080
C -3.076 0.521 -2.022
F -3.703 0.595 -0.890
S 3.255 0.310 0.584
C 2.536 -3.340 -1.534
O 4.331 0.401 1.604
C -0.083 -4.384 1.894
F 5.365 0.642 -1.105
F -0.958 2.719 0.376
C -2.006 3.025 1.063
O -3.748 1.465 2.449
O 2.911 -1.068 0.322
O 3.393 3.196 1.181
C -3.987 -1.318 0.865
S 0.832 -2.335 -1.648
C 0.936 3.647 1.792
F -3.918 -0.151 -2.841
F -0.247 -3.410 2.753
O 2.544 1.990 3.157
S -2.313 1.515 2.241
F -0.902 -5.428 2.227
N -0.079 0.563 -1.275
S 2.314 2.339 1.791
O -1.439 -1.483 -0.836
O -3.189 -0.875 3.473
O -0.250 -4.736 -0.823
S -0.609 -3.640 0.105
O -2.015 -3.457 0.322
F 2.311 2.518 -0.801
F 2.899 -3.555 -2.774
N -1.652 0.321 1.485
O -1.709 -2.146 2.057
F -0.227 3.043 2.066

---

(2)
Here is a single C19H26FN3O molecule from OMol25. Energies are from the ωB97M-V functional and the def2-TZVPD basis.

Properties
- relative energy (zero: lowest compared OMol25 entry of this formula, charge and spin) (kJ/mol) = 103.6
- F_max (eV/A) = 2.8

Positions of all 50 atoms, in Å:
C -2.234 0.517 2.919
C -1.473 1.607 0.766
N 0.012 -2.838 -2.349
H -3.842 -0.388 1.896
C 4.369 -1.439 2.063
C 3.396 -2.373 2.428
H -0.919 -2.344 1.686
C 4.270 -0.797 0.838
H 0.834 5.293 -3.034
H 0.306 -2.386 -4.314
H 3.412 -2.829 3.400
H -1.525 0.257 -0.910
H -3.129 0.603 -0.291
H -2.830 0.716 3.822
C -0.248 -3.111 -3.726
H 0.235 2.271 -0.996
C 1.104 -2.296 -0.605
H 5.020 -0.106 0.493
C -0.835 -1.505 0.974
H -1.242 0.228 3.252
H -2.755 -1.590 2.696
H -2.020 -2.278 -1.625
H -0.104 -0.836 1.435
C -0.686 2.876 -1.140
N 1.250 -2.820 -1.813
C -2.087 0.413 0.001
H 1.762 4.099 -2.141
H 0.065 4.830 -0.647
F 3.197 -0.513 -1.251
H -1.233 4.876 -1.916
C 2.309 -2.644 1.553
C -0.292 -2.072 -0.357
C 3.216 -1.132 -0.057
O -1.466 2.853 0.076
C 2.213 -2.018 0.309
H -3.239 2.153 1.994
C -0.944 -2.395 -1.501
H -1.249 2.418 -1.938
H -1.331 -3.046 -3.986
H -0.430 1.332 0.921
C -2.814 -0.648 2.105
C 0.794 4.287 -2.558
C -2.188 1.832 2.112
H -1.647 2.599 2.697
H 5.186 -1.267 2.814
H 1.563 -3.361 1.908
C -0.323 4.307 -1.533
H 0.585 3.573 -3.348
H 0.101 -4.096 -3.946
N -2.115 -0.810 0.827

---

(3)
Here is a gas-phase ion, C4H12IN2 (charge +1) from OMol25. Energies are from the ωB97M-V functional and the def2-TZVPD basis.

Properties
- total charge = +1
- relative energy (zero: lowest compared OMol25 entry of this formula, charge and spin) (kJ/mol) = 81.2
- F_max (eV/A) = 6.0

Positions of all 19 atoms, in Å:
C 0.247 0.070 -0.765
H -1.146 -0.733 2.302
H -0.532 2.144 -0.742
H 1.547 -1.508 -0.885
H -0.470 0.893 1.902
N -2.000 -0.437 0.121
H -2.713 -0.340 0.788
H 1.047 1.965 -1.562
N 1.586 -0.514 -0.755
H 2.149 -0.043 -1.544
H 2.237 -0.109 -0.028
H 0.558 -0.588 1.991
H -0.176 -0.092 -1.728
H 0.861 1.961 0.225
C -0.418 -0.246 1.736
I 0.015 -3.044 0.183
C -0.725 -0.492 0.271
C 0.455 1.603 -0.716
H -2.523 -0.489 -0.793

---

no.,orbital gap (Ha),LUMO level (eV)
1,0.29101,0.31
2,0.32638,0.78
3,0.31173,-3.82